Entry 1:
Entry from the Open Molecules 2025 dataset: a single C2H6N2O molecule (the ωB97M-V functional and the def2-TZVPD basis).

Results
E_LUMO ... 0.689 eV
HOMO ... -10.226 eV
Gap between HOMO and LUMO ... 10.9 eV
F_max ... 6.0 eV/Å
E_tot ... -7194.38241 eV
Energy above the lowest of the compared OMol25 structures with the same formula, charge and spin ... 5.405 eV

```
11
Properties=species:S:1:pos:R:3:lowdin_charge:R:1
H -0.489 0.972 0.922 0.131
H 0.335 -1.788 -0.238 0.119
N 1.819 -0.161 0.215 0.127
C 0.798 -0.779 -0.035 -0.293
N -0.374 -0.016 -0.599 -0.136
H -1.402 -1.712 0.193 0.129
H 1.440 0.782 -0.056 0.062
O -0.219 1.411 -0.011 -0.120
C -1.473 -0.508 0.202 -0.166
H -1.727 -0.235 1.179 0.063
H -2.461 -0.350 -0.225 0.083
```

Entry 2:
Entry from the Open Molecules 2025 dataset: a single C4H6N2O molecule (the ωB97M-V functional and the def2-TZVPD basis).

Results
E_LUMO ... 0.302 eV
HOMO ... -8.239 eV
Gap between HOMO and LUMO ... 8.5 eV
F_max ... 0.5 eV/Å
E_tot ... -9269.64282 eV
Energy above the lowest of the compared OMol25 structures with the same formula, charge and spin ... 3.859 eV

```
13
Properties=species:S:1:pos:R:3:lowdin_charge:R:1
H -1.160 2.506 0.122 0.071
N -0.542 -0.161 0.818 0.172
C -1.152 1.757 -0.676 -0.091
C 0.900 0.345 -1.042 -0.008
H -0.178 -1.901 2.454 0.131
N 1.257 -1.008 -0.255 0.075
C 0.327 -1.071 0.863 -0.455
H 0.963 -1.586 -1.045 0.150
H 2.234 -1.212 -0.041 0.160
H -0.812 2.230 -1.601 0.069
H -2.182 1.408 -0.818 0.072
O 0.507 -2.035 1.778 0.101
C -0.226 0.636 -0.343 -0.445
```

Entry 3:
Entry from the Open Molecules 2025 dataset: a single C2H4N4O2 molecule (the ωB97M-V functional and the def2-TZVPD basis).

Results
E_LUMO ... 0.634 eV
HOMO ... -9.185 eV
Gap between HOMO and LUMO ... 9.8 eV
F_max ... 4.1 eV/Å
E_tot ... -12192.14854 eV
Energy above the lowest of the compared OMol25 structures with the same formula, charge and spin ... 1.339 eV

```
12
Properties=species:S:1:pos:R:3:lowdin_charge:R:1
H 0.959 -1.701 1.469 0.191
H 1.610 1.555 -0.832 0.153
N 0.440 -0.948 0.945 0.098
N 0.849 1.077 -0.351 0.106
C -1.323 -0.023 -0.598 -0.630
O 2.318 0.208 1.065 0.061
C 1.215 0.122 0.620 -0.587
H -1.153 1.865 -0.599 0.170
O -2.280 -0.259 -1.262 0.091
N -0.542 1.044 -0.834 0.086
H -1.273 -1.928 0.152 0.159
N -0.820 -1.011 0.226 0.102
```

Entry 4:
Entry from the Open Molecules 2025 dataset: 7 unconnected molecules or ions with the total composition C35H35ClNO10 (the ωB97M-V functional and the def2-TZVPD basis).

Results
E_LUMO ... 2.269 eV
HOMO ... -5.309 eV
Gap between HOMO and LUMO ... 7.6 eV
F_max ... 10.7 eV/Å
E_tot ... -71344.00994 eV
Net charge ... -1
Energy above the lowest of the compared OMol25 structures with the same formula, charge and spin ... 0.633 eV

```
82
Properties=species:S:1:pos:R:3:lowdin_charge:R:1
O 1.265 2.342 -2.520 0.017
O -1.836 -7.962 -1.265 -0.025
H -0.821 0.316 6.977 0.128
H -5.241 -3.332 2.293 0.104
C 4.557 3.448 -3.995 -0.007
C 3.812 0.151 1.554 -0.286
H -5.440 2.672 -4.993 0.112
Cl 0.298 -0.370 -1.130 0.065
C 4.633 1.182 -3.235 0.009
C -3.794 3.593 -3.681 -0.323
H -1.023 -0.575 2.508 0.160
H 1.923 0.687 2.616 0.068
C -0.331 -6.758 0.234 -0.023
H 5.217 2.370 5.372 0.096
C -0.727 1.505 5.367 -0.333
C -0.638 0.359 4.509 -0.025
C -2.858 0.874 -3.467 -0.359
H 2.894 1.466 4.515 0.119
C 3.326 1.324 -2.691 0.000
O 5.698 1.857 4.743 0.043
H 5.909 -0.275 0.719 0.151
O -2.520 -0.381 -3.359 0.057
O -4.367 4.889 -3.698 0.045
C -2.947 -1.590 0.809 -0.095
C 3.654 1.212 3.723 -0.015
C -4.755 -2.583 1.642 -0.243
H 2.372 -0.155 0.200 -0.008
O -0.590 1.241 6.694 0.000
C 5.365 2.313 -3.839 -0.346
C -0.071 -4.324 -0.002 -0.401
O 0.303 -3.173 0.493 -0.047
H -3.221 0.339 -0.101 0.095
H -1.247 -8.828 -1.298 0.171
C -1.710 -5.626 -1.463 0.015
H -2.146 4.234 -2.342 0.159
C -2.273 2.029 -2.777 0.018
H 7.065 1.421 -4.064 0.113
H -5.505 0.306 0.448 0.024
H 1.043 1.617 -2.022 -0.091
H -1.402 1.817 -2.058 0.081
H 3.015 0.483 -2.162 0.053
H -0.726 3.929 2.730 0.165
C -4.007 1.245 -4.197 -0.050
H -0.515 -0.667 4.843 0.106
C -0.859 2.822 3.285 0.007
H 0.420 -2.276 -0.104 0.029
C -3.692 -0.483 0.383 -0.057
H -1.994 -1.320 0.551 0.024
H 6.961 0.555 2.584 0.126
C -0.976 -4.360 -1.128 0.028
C -1.284 -6.814 -0.840 -0.383
H -1.203 -3.405 -1.645 0.098
C -5.011 -0.453 0.645 -0.066
H -2.302 -5.497 -2.291 0.066
H -0.132 -7.550 0.950 0.090
H 2.440 4.288 -3.834 0.091
H 1.077 -5.539 1.418 0.102
C 2.579 2.535 -2.870 -0.301
C -5.578 -1.573 1.282 -0.077
C -0.918 1.644 2.526 -0.378
H -6.801 -1.604 1.376 0.156
H -4.462 0.496 -4.864 0.110
O 6.610 2.244 -4.278 0.054
C -2.768 3.406 -2.881 -0.037
O 3.305 -0.393 0.334 -0.044
N -3.446 -2.657 1.574 0.105
H 5.077 4.286 -4.228 0.061
C 5.831 0.459 2.805 -0.013
C 2.959 0.673 2.549 0.025
H -0.942 0.929 0.610 -0.076
C 3.133 3.527 -3.629 0.000
O -1.064 1.608 1.170 0.028
C 5.201 0.051 1.598 -0.046
H -0.984 3.593 5.463 0.067
C 0.310 -5.521 0.647 -0.010
C -4.543 2.532 -4.359 -0.001
H 5.032 0.187 -3.234 0.089
C 5.046 1.133 3.843 -0.355
C -0.830 2.822 4.790 0.017
H -1.805 -0.442 -2.685 0.045
H -5.077 5.040 -3.276 -0.030
C -0.951 0.435 3.134 -0.038
```

Entry 5:
Entry from the Open Molecules 2025 dataset: 2 unconnected molecules or ions with the total composition C4H7OS (the ωB97M-V functional and the def2-TZVPD basis).

Results
E_LUMO (alpha / beta) ... -8.155 / -5.802 eV
HOMO (alpha / beta) ... -13.389 / -12.948 eV
Gap between HOMO and LUMO (alpha / beta) ... 5.2 / 7.1 eV
F_max ... 4.4 eV/Å
E_tot ... -17132.39376 eV
Net charge ... +1
Energy above the lowest of the compared OMol25 structures with the same formula, charge and spin ... 1.534 eV

```
13
Properties=species:S:1:pos:R:3:lowdin_charge:R:1
H -1.323 -1.330 0.577 0.178
H 2.721 -3.439 0.036 -0.272
H 0.741 2.336 0.408 0.144
C -0.871 0.837 0.933 -0.062
H -1.735 1.675 1.062 0.199
S 2.153 -2.513 -0.752 0.408
C -1.193 -0.396 -0.068 -0.130
H 1.211 0.786 -1.761 0.155
O -0.162 -0.452 -0.962 -0.022
C 0.254 1.412 0.162 0.039
H -1.988 0.016 -0.663 0.148
H -0.406 0.385 1.934 0.194
C 0.598 0.681 -0.905 0.021
```